# 1
C12H15FN2O6PbS | the ωB97M-V functional and the def2-TZVPD basis

Gap between HOMO and LUMO (eV): 3.27
Charge: +2
Maximum force (eV Å⁻¹): 7.28

Geometry (Å):
O -0.3751 -2.4495 -0.1366
C -1.0314 -2.9013 0.7695
O -2.3465 -2.5048 1.0166
C -2.3388 -1.2896 1.8147
C -2.3149 0.0006 0.8796
C -1.7561 1.2768 1.6326
C -0.2971 1.7103 1.2045
C 0.5971 0.5308 0.6781
O 0.6180 -0.4391 1.7591
C 1.8285 -1.1366 1.7165
O 2.1058 -2.0464 2.3868
O 2.7176 -0.5611 0.7460
C 2.1472 0.7197 0.5557
F 2.5129 1.5182 1.6672
C 2.7725 1.3970 -0.7133
C 1.9366 1.2611 -2.0420
S 1.7187 -0.4771 -2.6040
C -0.0612 -0.6870 -2.7747
N -0.8499 0.3942 -2.6394
N -2.1518 0.0503 -2.7536
C -2.1025 -1.2886 -2.9730
O -0.8217 -1.8042 -2.9938
H -0.5647 -3.6916 1.4297
H -1.5377 -1.2787 2.5978
H -3.3199 -1.2860 2.3680
H -1.8423 -0.2075 -0.1112
H -3.4025 0.2123 0.6636
H -1.8559 1.0974 2.7321
H -2.4483 2.1291 1.3813
H -0.3230 2.5429 0.4458
H 0.1905 2.1618 2.1187
H 0.1597 0.2172 -0.3049
H 3.8285 0.9396 -0.8432
H 2.9491 2.5089 -0.4931
H 0.9857 1.8507 -1.9468
H 2.5353 1.7772 -2.8616
H -3.0082 -1.9208 -3.0902
Pb 5.1458 1.6738 -1.2828

***

# 2
C20H17ClN2O2S | the ωB97M-V functional and the def2-TZVPD basis

SMILES string: Cc1ccccc1NC(=O)OCc1cccnc1Sc1ccc(Cl)cc1
Gap between HOMO and LUMO (eV): 8.91
Maximum force (eV Å⁻¹): 0.67

Geometry (Å):
C 6.7052 1.5031 -1.3676
C 6.6622 0.4112 -0.3364
C 7.8289 -0.2330 0.0455
C 7.8204 -1.2412 0.9937
C 6.6248 -1.6187 1.5771
C 5.4461 -0.9933 1.2144
C 5.4566 0.0192 0.2621
N 4.2782 0.6668 -0.1321
C 3.0136 0.5035 0.3315
O 2.6236 -0.2456 1.1867
O 2.2039 1.3638 -0.3516
C 0.8292 1.3125 -0.0175
C 0.0795 0.2109 -0.7113
C 0.6806 -0.7160 -1.5433
C -0.0869 -1.7131 -2.1330
C -1.4427 -1.7382 -1.8652
N -2.0357 -0.8563 -1.0782
C -1.3036 0.0831 -0.5174
S -2.1255 1.2638 0.5082
C -3.8075 0.6824 0.4478
C -4.1207 -0.6145 0.8240
C -5.4346 -1.0405 0.7780
C -6.4260 -0.1582 0.3754
Cl -8.0684 -0.6902 0.3221
C -6.1192 1.1459 0.0197
C -4.8017 1.5644 0.0541
H 6.1067 1.2430 -2.2418
H 7.7280 1.6624 -1.6987
H 6.3340 2.4439 -0.9594
H 8.7630 0.0630 -0.4102
H 8.7431 -1.7264 1.2733
H 6.6039 -2.4032 2.3182
H 4.5122 -1.2818 1.6661
H 4.3765 1.3787 -0.8416
H 0.7183 1.1864 1.0680
H 0.4158 2.2850 -0.3020
H 1.7428 -0.6636 -1.7314
H 0.3642 -2.4476 -2.7804
H -2.0976 -2.4864 -2.2903
H -3.3432 -1.2892 1.1433
H -5.6909 -2.0497 1.0591
H -6.9011 1.8229 -0.2864
H -4.5433 2.5742 -0.2244

***

# 3
H5N2P | the ωB97M-V functional and the def2-TZVPD basis

SMILES string: NNP
Gap between HOMO and LUMO (eV): 9.78
Maximum force (eV Å⁻¹): 2.84

Geometry (Å):
N 1.2318 -0.0179 0.1682
N 0.2002 0.4983 -0.6250
P -1.3722 0.0364 -0.2679
H 0.9072 -0.0169 1.1158
H 1.3489 -0.9954 -0.0965
H 0.3020 1.0375 -1.4712
H -1.7099 0.5916 1.0560
H -0.9081 -1.1336 0.1206

***

# 4
H22O27S4Zn3 | the ωB97M-V functional and the def2-TZVPD basis

Gap between HOMO and LUMO (eV): 6.29
Charge: -2
Maximum force (eV Å⁻¹): 5.73

Geometry (Å):
Zn -1.5969 -1.1232 1.4858
Zn 0.9106 2.6288 1.9053
Zn 2.7334 -1.7181 0.6984
S 1.2808 -0.2586 3.2222
O -0.0341 -0.5718 2.6103
O 2.2745 -1.1207 2.4766
O 1.6323 1.2025 3.0252
O 1.3241 -0.5741 4.6120
S -1.7442 2.8890 3.7954
O -1.0928 2.0184 4.7661
O -0.7783 3.1094 2.6130
O -2.9230 2.2341 3.1319
O -2.0972 4.2169 4.3233
S 0.3954 0.3831 -0.5758
O -0.8554 -0.3453 -0.3606
O 0.3958 1.4593 0.4163
O 1.5015 -0.5482 -0.2997
O 0.5099 0.9017 -1.9604
S 0.3830 -3.7784 1.4808
O 0.1103 -5.1216 1.0038
O -0.7656 -2.8567 1.1020
O 0.6327 -3.7016 2.9056
O 1.5827 -3.2409 0.6960
O -0.2198 -1.2140 -3.7400
H -0.0370 -0.3844 -3.2578
H 0.1588 -1.9039 -3.1647
O 0.9281 -3.3931 -2.0991
H 1.2737 -4.2652 -1.8760
H 0.4622 -3.1190 -1.2837
O -0.8546 3.5303 -1.4230
H -1.3869 3.7041 -2.2059
H -0.6632 2.5744 -1.4525
O 4.3267 -0.5230 0.3798
H 4.8327 -0.2306 -0.3889
H 4.6595 -0.0384 1.1499
O 0.8615 4.1762 0.6068
H 0.0884 4.1488 -0.0042
H 1.3089 5.0114 0.4528
O -2.3217 -3.2755 -2.6461
H -1.5515 -3.8543 -2.6920
H -1.9903 -2.4759 -2.2184
O 1.7354 2.8983 -3.2900
H 1.3741 2.1168 -2.7828
H 1.4675 3.6545 -2.7583
O -2.8121 -0.0392 -2.2125
H -3.0811 0.7516 -1.7293
H -1.8476 -0.1265 -1.9904
O -2.4145 0.7789 1.7438
H -2.4452 1.2737 2.6667
H -2.7691 1.4101 1.1169
O 2.7511 -0.5905 -3.0157
H 2.7894 -1.4140 -2.5164
H 2.1721 -0.0162 -2.4715
O -3.2416 -1.7258 0.2725
H -3.4664 -1.0734 -0.4174
H -3.8666 -2.4502 0.1744

***

# 5
C28H79NO12 | the ωB97M-V functional and the def2-TZVPD basis

SMILES string: CC1(C)CCCC(C)(C)N1O.CC(C)O.CC(C)O.CC(C)O.CC(C)O.CO.CO.CO.CO.CO.CO.CO
Gap between HOMO and LUMO (eV): 9.26
Maximum force (eV Å⁻¹): 3.25

Geometry (Å):
C -6.1635 -20.5205 -0.9229
C -6.9690 -20.8634 0.3348
C -6.8583 -19.7373 1.3653
C -8.4651 -21.0297 -0.1251
C -9.4076 -21.8375 0.7621
C -8.7670 -23.2134 1.0654
C -7.3599 -23.0435 1.6868
C -7.4202 -22.5237 3.0518
C -6.6907 -24.4084 1.5962
N -6.5624 -22.2235 0.7098
O -5.1516 -22.1731 1.0966
H -6.4298 -19.5205 -1.3453
H -5.0837 -20.4177 -0.7089
H -6.3460 -21.2363 -1.7307
H -6.9314 -18.7154 0.9500
H -7.6590 -19.8283 2.0709
H -5.8869 -19.7196 1.9050
H -8.8487 -20.0079 -0.2258
H -8.4813 -21.4754 -1.1346
H -9.6751 -21.2778 1.7027
H -10.3718 -21.9968 0.2111
H -8.7003 -23.7577 0.1108
H -9.3026 -23.8328 1.7592
H -8.3667 -21.9983 3.2510
H -6.5822 -21.8093 3.2136
H -7.3910 -23.3206 3.7948
H -6.7778 -24.8521 0.6301
H -7.1154 -25.1399 2.3358
H -5.6324 -24.3337 1.9199
H -5.0831 -21.6395 1.8973
C -2.3846 -14.9492 8.0265
C -3.1107 -16.2729 8.3228
C -4.5471 -16.1203 8.0452
O -2.5567 -17.3127 7.4706
H -2.8073 -14.5768 7.0935
H -1.3342 -15.2018 7.8564
H -2.5357 -14.2445 8.8121
H -2.9215 -16.5871 9.3514
H -4.9174 -17.1413 7.7851
H -4.7143 -15.5298 7.1744
H -5.2638 -15.7749 8.8012
H -2.4512 -16.8686 6.6091
C -2.2779 -20.0616 1.6606
C -2.6982 -20.0189 3.1164
C -2.5260 -18.6667 3.7498
O -4.0823 -20.4006 3.0554
H -2.4272 -21.0781 1.3194
H -1.2267 -19.8376 1.5967
H -2.9082 -19.3304 1.1357
H -2.1647 -20.8314 3.7015
H -1.4143 -18.5613 3.8899
H -3.0082 -18.4958 4.7111
H -2.8518 -17.9325 3.0463
H -4.3676 -20.5007 3.9795
C 1.9298 -19.5157 0.4941
C 1.7390 -18.0819 1.0438
C 0.3777 -17.4578 0.7403
O 1.9993 -18.1058 2.4180
H 2.0465 -19.5782 -0.6086
H 1.0862 -20.0919 0.8658
H 2.8729 -19.9039 0.9304
H 2.5360 -17.4256 0.6607
H 0.1033 -17.5192 -0.3239
H 0.3945 -16.4026 0.9863
H -0.3755 -17.9716 1.2944
H 1.3868 -18.7172 2.8051
C -3.3945 -21.5437 9.4885
C -2.6274 -20.4681 8.7869
C -1.5178 -21.1341 7.9578
O -3.5068 -19.7317 8.0284
H -2.7172 -22.3132 9.8880
H -4.0073 -22.0189 8.7155
H -4.0934 -21.1595 10.2305
H -2.1963 -19.7905 9.5508
H -0.9089 -20.3769 7.5284
H -1.9525 -21.7003 7.1357
H -0.9254 -21.7487 8.6191
H -3.0416 -18.8796 7.7828
C 0.9603 -19.6899 5.2379
O 1.1104 -20.3943 4.0294
H 0.0724 -19.0748 5.2356
H 0.9008 -20.2183 6.2112
H 1.8256 -19.0134 5.2321
H 0.3767 -20.9229 3.7444
C -2.9438 -15.0763 4.4022
O -1.9671 -15.8575 5.1038
H -2.5111 -14.0933 4.0694
H -3.3392 -15.6381 3.5490
H -3.7714 -14.9498 5.1069
H -1.2366 -16.1255 4.5130
C -3.6683 -24.3661 4.9868
O -3.2219 -23.3736 5.8630
H -4.7596 -24.4355 4.9173
H -3.3618 -24.1460 3.9616
H -3.2316 -25.2890 5.3492
H -3.8345 -22.6626 5.7722
C -0.3393 -23.8433 3.2172
O -0.2958 -22.5260 2.5929
H -0.3309 -24.6001 2.4433
H 0.5761 -23.8218 3.8421
H -1.1883 -24.0430 3.8571
H -0.8332 -22.5982 1.7728
C -6.3326 -16.8280 4.2787
O -6.1838 -15.3951 4.1433
H -6.2910 -17.1614 5.3485
H -7.2694 -17.1903 3.8823
H -5.4838 -17.3395 3.8041
H -6.2832 -15.1142 3.2325
C -2.8209 -23.7954 -0.9866
O -2.3374 -23.6574 0.4047
H -2.8763 -24.8618 -1.1839
H -3.7205 -23.2147 -1.2164
H -2.0327 -23.3826 -1.6079
H -3.1164 -23.6819 0.9579
C -6.3434 -21.0345 6.3929
O -4.9885 -21.1065 5.9669
H -7.0229 -21.5105 5.7129
H -6.4587 -21.5889 7.3569
H -6.6690 -20.0488 6.7238
H -4.5242 -20.7453 6.7360

***

# 6
C4H24N2O8 | the ωB97M-V functional and the def2-TZVPD basis

SMILES string: CCNC(=O)CN.O.O.O.O.O.O.O
Gap between HOMO and LUMO (eV): 9.86
Maximum force (eV Å⁻¹): 4.81

Geometry (Å):
C 1.3415 -2.6631 -1.0806
C 1.9305 -1.7782 0.0662
N 1.0496 -0.8418 0.8738
C -0.2829 -0.8183 1.0279
O -0.8112 0.2029 1.4418
C -1.2718 -1.9885 0.5116
N -2.7606 -1.7482 0.7999
H 1.1354 -3.7264 -0.9098
H 0.5819 -2.1668 -1.6573
H 2.2314 -2.7197 -1.7505
H 2.8454 -1.1554 -0.3152
H 2.4317 -2.3923 0.8615
H 1.7345 -0.1276 1.3383
H -1.0482 -2.2665 -0.5766
H -1.0842 -2.8234 1.1516
H -3.0358 -0.9199 0.2760
H -2.9397 -1.8835 1.7756
O 2.7951 0.9761 2.0916
H 2.1607 1.3371 2.8054
H 3.0701 1.9087 1.9476
O 0.4740 2.0253 2.8152
H 0.1319 1.7625 3.6690
H -0.1508 1.3714 2.2268
O 1.2878 2.3269 -0.3159
H 2.2389 2.1707 -0.2342
H 0.7623 2.1110 0.5482
O -1.1185 2.4837 -1.8922
H -0.8195 2.2697 -1.0596
H -0.5059 2.5795 -2.6426
O 1.0765 0.3702 -2.7801
H 1.0958 0.7751 -1.8858
H 0.1497 0.2345 -2.8638
O -3.1859 1.4397 -0.3213
H -2.9251 0.9185 0.3836
H -3.3019 2.3526 -0.0933
O -1.3890 0.0927 -2.0273
H -1.9601 0.7868 -1.6789
H -1.9337 -0.4762 -2.5267

***

Repeat the first record exactly.
C12H15FN2O6PbS | the ωB97M-V functional and the def2-TZVPD basis

Gap between HOMO and LUMO (eV): 3.27
Charge: +2
Maximum force (eV Å⁻¹): 7.28

Geometry (Å):
O -0.3751 -2.4495 -0.1366
C -1.0314 -2.9013 0.7695
O -2.3465 -2.5048 1.0166
C -2.3388 -1.2896 1.8147
C -2.3149 0.0006 0.8796
C -1.7561 1.2768 1.6326
C -0.2971 1.7103 1.2045
C 0.5971 0.5308 0.6781
O 0.6180 -0.4391 1.7591
C 1.8285 -1.1366 1.7165
O 2.1058 -2.0464 2.3868
O 2.7176 -0.5611 0.7460
C 2.1472 0.7197 0.5557
F 2.5129 1.5182 1.6672
C 2.7725 1.3970 -0.7133
C 1.9366 1.2611 -2.0420
S 1.7187 -0.4771 -2.6040
C -0.0612 -0.6870 -2.7747
N -0.8499 0.3942 -2.6394
N -2.1518 0.0503 -2.7536
C -2.1025 -1.2886 -2.9730
O -0.8217 -1.8042 -2.9938
H -0.5647 -3.6916 1.4297
H -1.5377 -1.2787 2.5978
H -3.3199 -1.2860 2.3680
H -1.8423 -0.2075 -0.1112
H -3.4025 0.2123 0.6636
H -1.8559 1.0974 2.7321
H -2.4483 2.1291 1.3813
H -0.3230 2.5429 0.4458
H 0.1905 2.1618 2.1187
H 0.1597 0.2172 -0.3049
H 3.8285 0.9396 -0.8432
H 2.9491 2.5089 -0.4931
H 0.9857 1.8507 -1.9468
H 2.5353 1.7772 -2.8616
H -3.0082 -1.9208 -3.0902
Pb 5.1458 1.6738 -1.2828

***

Among the records above, which one has the highest maximum force?
C12H15FN2O6PbS